# 1
DFT (wB97M-V/def2-TZVPD) results for a cluster of 2 separate species, C5H10N5 in total in a non-equilibrium geometry.

Total charge = +1
Strongest force on any atom = 4.663 eV/Å
HOMO level = -13.595 eV
HOMO-LUMO gap = 9.4 eV
Total energy = -12789.3117 eV

Structure (XYZ):
```
20
C5H10N5, DFT wB97M-V/def2-TZVPD
C -0.866 -0.944 1.291
C -0.155 -1.215 -1.801
C 1.765 1.098 0.989
C 0.839 1.349 0.081
C -0.657 1.197 0.119
N -0.668 -0.172 -1.722
N 0.204 -1.535 1.056
N -1.268 0.283 0.884
N 0.471 -2.311 -2.018
N -1.427 2.159 -0.420
H -1.704 -1.467 1.816
H 2.874 1.452 0.886
H 1.582 0.598 1.906
H 1.119 1.835 -0.800
H 0.328 -2.428 1.442
H -2.176 0.419 1.093
H 1.307 -2.410 -2.524
H 0.462 -3.132 -1.419
H -0.950 2.655 -1.139
H -2.346 2.024 -0.597
```

***

# 2
DFT (wB97M-V/def2-TZVPD) results for an isolated molecule of C3H8N2OS in a non-equilibrium geometry.

SMILES = NC(=O)NCCS
Strongest force on any atom = 2.450 eV/Å
HOMO level = -9.158 eV
HOMO-LUMO gap = 9.8 eV
Total energy = -19103.8148 eV

Structure (XYZ):
```
15
C3H8N2OS, DFT wB97M-V/def2-TZVPD
N 0.781 -2.108 -0.173
C -0.479 -1.740 -0.517
O -1.352 -2.544 -0.807
N -0.726 -0.406 -0.773
C 0.037 0.815 -0.665
C -0.405 1.680 0.565
S 1.168 2.311 1.386
H 0.905 -3.088 -0.011
H 1.426 -1.526 0.310
H -1.732 -0.381 -0.643
H -0.124 1.379 -1.586
H 1.085 0.522 -0.655
H -1.151 1.149 1.145
H -0.788 2.621 0.194
H 1.354 1.316 2.229
```

***

# 3
DFT (wB97M-V/def2-TZVPD) results for a cluster of 2 separate species, C4H10N2OS in total in a non-equilibrium geometry.

Strongest force on any atom = 5.296 eV/Å
HOMO level = -8.482 eV
HOMO-LUMO gap = 5.0 eV
Total energy = -20168.6093 eV

Structure (XYZ):
```
18
C4H10N2OS, DFT wB97M-V/def2-TZVPD
N 2.994 0.889 -3.426
C -0.699 -0.604 0.182
C -0.767 -0.423 -1.335
S 0.465 -1.208 -2.356
C -1.057 0.511 0.972
N -0.854 0.590 2.387
C -0.632 -0.588 3.339
O -1.580 1.568 0.510
H 3.086 0.961 -4.470
H 2.064 1.254 -3.171
H 2.743 -0.133 -3.326
H 0.094 -1.228 0.592
H -1.711 -0.846 -1.716
H -0.787 0.629 -1.545
H -1.522 1.347 2.667
H -1.391 -0.545 4.135
H 0.423 -0.661 3.735
H -0.871 -1.512 2.825
```

***

# 4
DFT (wB97M-V/def2-TZVPD) results for an isolated molecule of C4H5NO2.

SMILES = COc1ccon1
Strongest force on any atom = 0.436 eV/Å
HOMO level = -9.749 eV
HOMO-LUMO gap = 10.8 eV
Total energy = -9812.0894 eV

Structure (XYZ):
```
12
C4H5NO2, DFT wB97M-V/def2-TZVPD
C -0.341 -2.087 -0.503
O -0.253 -0.771 -1.042
C -0.110 0.208 -0.143
C 0.426 1.494 -0.446
C 0.393 2.109 0.757
O -0.112 1.297 1.694
N -0.430 0.081 1.120
H 0.567 -2.313 0.067
H -1.209 -2.198 0.151
H -0.422 -2.755 -1.361
H 0.792 1.848 -1.397
H 0.700 3.087 1.102
```

***

# 5
DFT (wB97M-V/def2-TZVPD) results for a structure of composition C34H37Cl3F6IrN4OS3SbTe.

Total charge = +2
Strongest force on any atom = 0.893 eV/Å
HOMO level = -13.119 eV
HOMO-LUMO gap = 5.9 eV
Total energy = -146905.7881 eV

Structure (XYZ):
```
91
C34H37Cl3F6IrN4OS3SbTe, DFT wB97M-V/def2-TZVPD
Ir 2.030 0.634 -0.180
C 4.984 1.220 -0.093
N 3.726 1.694 -0.760
C 3.804 1.449 -2.234
C 3.600 -0.025 -2.528
N 2.312 -0.558 -1.946
C 2.515 -2.010 -1.650
C 1.186 -0.339 -2.861
C 0.964 -1.208 -3.920
C -0.057 -0.975 -4.831
C -0.848 0.160 -4.725
C -0.626 1.048 -3.688
C 0.353 0.781 -2.735
S 0.707 1.980 -1.469
C 3.582 3.124 -0.420
C 4.329 4.088 -1.078
C 4.241 5.415 -0.686
C 3.422 5.770 0.377
C 2.684 4.803 1.040
C 2.751 3.471 0.642
S 1.813 2.231 1.504
H 5.821 1.796 -0.489
H 5.140 0.160 -0.268
H 4.896 1.386 0.976
H 4.778 1.755 -2.621
H 3.048 2.066 -2.722
H 4.402 -0.615 -2.086
H 3.617 -0.197 -3.606
H 2.952 -2.521 -2.507
H 1.562 -2.469 -1.400
H 3.191 -2.103 -0.807
H 1.597 -2.075 -4.051
H -0.214 -1.672 -5.642
H -1.617 0.363 -5.457
H -1.199 1.963 -3.632
H 4.996 3.819 -1.887
H 4.823 6.166 -1.201
H 3.365 6.802 0.695
H 2.060 5.074 1.883
F 3.168 -0.657 0.942
Sb 4.308 -1.954 2.091
F 3.156 -3.215 1.301
F 3.008 -1.653 3.411
F 5.334 -3.146 3.059
F 5.188 -0.384 2.598
F 5.329 -1.996 0.507
Cl -8.324 -5.574 0.238
C -6.826 -4.787 0.562
C -6.670 -3.446 0.245
C -5.463 -2.824 0.515
C -4.407 -3.518 1.096
C -3.103 -2.818 1.402
C -2.049 -3.131 0.349
N -0.883 -2.296 0.598
C -0.239 -2.185 1.807
C 0.542 -1.086 1.726
N 0.398 -0.526 0.465
C -0.473 -1.300 -0.176
O -3.220 -1.410 1.470
C -3.669 -0.966 2.743
C -3.223 0.452 2.922
C -3.912 1.531 2.449
Cl -5.423 1.493 1.647
S -3.156 3.026 2.844
C -1.877 2.206 3.658
C -2.046 0.858 3.625
C -4.598 -4.861 1.403
Cl -3.314 -5.774 2.143
C -5.794 -5.507 1.143
H -7.489 -2.900 -0.201
H -5.335 -1.775 0.282
H -2.728 -3.193 2.361
H -2.409 -2.930 -0.658
H -1.774 -4.183 0.420
H -0.377 -2.898 2.601
H 1.210 -0.677 2.464
H -0.847 -1.142 -1.176
H -3.217 -1.595 3.516
H -4.755 -1.055 2.828
H -1.103 2.772 4.154
H -1.371 0.162 4.104
H -5.920 -6.551 1.393
C -2.699 2.104 -1.073
Te -1.072 2.230 0.289
C -0.929 4.337 0.205
H -2.411 2.448 -2.061
H -3.481 2.748 -0.674
H -3.047 1.073 -1.099
H -0.786 4.686 1.225
H -1.847 4.734 -0.222
H -0.063 4.601 -0.400
```

***

> Among the records above, which one has the highest total energy?

C4H5NO2

***

> Which value of HOMO-LUMO gap does entry 5 give?

5.9 eV

***

> The highest HOMO-LUMO gap belongs to which entry?

C4H5NO2